(1)
A 10-piece molecular cluster, C30H85N5O10 overall in a non-equilibrium geometry. Source: the OMol25 dataset; level of theory: ωB97M-V with the def2-TZVPD basis set.

Output
E_HOMO, eV: -9.0
Electronic energy, hartree: -2219.8928
Gap between HOMO and LUMO, eV: 9.12
Net charge: 0
SMILES string: COC[C@H](C)N.COC[C@H](C)N.COC[C@H](C)N.COC[C@H](C)N.COC[C@H](C)N.CCO.CCO.CCO.CCO.CCO

Atoms and positions in Å:
H: 2.027 -5.911 3.334
H: 11.311 5.258 3.463
H: -1.291 1.689 -1.690
C: 6.873 2.846 3.542
H: -8.511 7.320 -0.185
C: 2.494 -4.165 4.966
H: -7.156 -1.838 -3.687
H: 1.116 -1.124 -1.131
C: -0.212 6.295 -4.938
H: -0.809 6.489 -4.047
C: -7.453 -5.439 2.258
C: 4.748 -4.596 1.594
H: 1.921 -4.996 5.377
N: 0.132 0.346 1.109
H: -7.816 5.143 -3.018
C: -7.546 5.324 -1.978
H: 6.139 -3.051 -10.561
C: 10.518 4.530 3.632
H: 8.805 4.962 2.563
H: 0.354 -7.115 -4.491
H: 2.578 -6.985 -5.281
C: 9.129 5.166 3.583
H: -4.481 -3.755 -5.590
H: -6.890 9.087 -0.801
C: -3.366 0.707 6.727
H: 2.646 0.780 -3.071
H: 5.954 3.362 3.818
H: 7.200 5.110 4.498
H: 6.657 -4.463 -9.612
H: -5.919 -1.678 -5.534
N: 4.109 -6.827 1.961
H: -0.241 2.417 -0.580
H: -1.118 -0.494 -0.455
H: 0.888 1.006 0.994
O: 1.698 -7.828 -3.084
H: -4.814 7.056 -0.036
O: -0.823 8.404 -5.792
H: 10.756 4.298 4.670
H: 3.374 -0.248 -1.826
H: 0.767 8.141 -4.627
H: -1.839 1.941 -0.059
O: 7.353 -1.236 -9.196
H: 10.159 6.699 3.109
C: -6.515 8.284 -0.165
O: -3.940 0.758 5.448
H: -4.541 -1.565 -4.432
H: 1.965 -3.338 5.439
H: -2.779 1.615 6.865
H: -6.629 4.764 -1.792
H: 4.265 -4.674 0.620
H: 9.647 6.818 4.541
O: -4.762 -6.132 3.556
C: -7.472 7.033 -0.348
O: -7.374 6.744 -1.731
H: 0.632 -0.515 1.276
C: 2.557 -5.106 2.826
H: 1.097 -8.171 -2.418
C: -4.906 -6.346 4.916
C: 0.759 -0.106 -1.286
H: 7.140 2.920 2.487
O: 7.886 3.192 4.517
H: 10.629 3.607 3.064
H: 5.098 -6.945 1.795
H: -6.002 9.645 1.285
H: -7.473 -6.353 2.852
C: -0.980 1.619 -0.648
O: 1.812 0.837 -1.138
H: -0.872 5.803 -5.652
H: -4.391 8.801 -0.253
C: 8.172 4.631 4.614
H: -5.118 1.464 7.678
H: 1.664 -5.459 -5.448
H: -3.229 0.722 4.804
N: -6.551 8.805 1.177
H: -5.981 -2.655 2.874
H: 8.232 -1.429 -9.532
H: 3.760 -6.667 1.027
H: 4.542 -5.652 3.528
C: -0.367 0.273 -0.265
H: -6.144 8.048 1.707
H: 5.802 -4.837 1.454
N: 9.291 6.612 3.618
H: -2.730 -0.174 6.804
C: 2.149 -6.137 -4.746
H: 2.957 -5.611 -4.238
N: -6.832 -3.095 2.552
H: -4.876 -0.334 7.911
C: -5.225 -3.589 -4.811
C: 7.009 -2.526 -8.671
H: -5.903 -6.104 5.285
H: 1.038 7.615 -6.295
H: -0.723 9.228 -5.310
C: -5.471 -2.096 -4.633
H: -4.516 -4.100 3.622
H: 7.850 -2.979 -8.146
H: -7.042 -5.614 1.264
H: -6.706 -3.159 1.552
H: -6.099 -4.180 -5.083
C: 0.313 7.640 -5.482
H: -6.953 -4.438 4.134
C: -4.413 0.652 7.855
H: -4.110 -5.877 5.494
O: 2.409 -3.927 3.553
H: 4.787 -3.566 1.949
H: -7.180 6.213 0.308
H: -8.498 -5.145 2.159
H: 6.062 -2.583 -8.134
H: -4.699 -7.407 5.061
C: -5.102 8.008 -0.481
O: -6.220 -1.867 -3.473
H: -4.910 -3.998 -3.851
C: -5.086 -4.818 3.031
H: 3.627 1.473 -1.775
H: 2.028 -4.914 1.892
H: 0.758 -5.965 -3.177
H: 0.536 5.556 -4.648
H: -4.783 -4.706 1.989
H: -4.985 7.859 -1.554
H: 7.911 -3.425 -10.390
C: 2.886 0.709 -2.010
C: 4.036 -5.516 2.572
H: 8.606 4.947 5.563
H: 3.534 -4.323 5.252
H: -8.296 4.856 -1.340
H: 6.690 1.793 3.753
C: 6.927 -3.454 -9.924
C: 1.131 -6.772 -3.808
C: -6.625 -4.443 3.094
H: -3.995 0.801 8.851
H: 0.391 -0.178 -2.310



(2)
A 10-piece molecular cluster, C30H86N6O10 overall in a non-equilibrium geometry. Source: the OMol25 dataset; level of theory: ωB97M-V with the def2-TZVPD basis set.

Output
E_HOMO (alpha / beta), eV: -10.8 / -10.8
Electronic energy, hartree: -2274.9421
Gap between HOMO and LUMO (alpha / beta), eV: 8.97 / 3.11
2S+1: 2
<S²>: 0.76
Net charge: +1

Atoms and positions in Å:
H: 11.388 -4.131 17.777
C: 10.540 -7.158 20.404
H: 11.066 -9.045 27.471
O: 2.121 -4.971 24.723
H: 1.847 -1.644 22.640
C: 8.766 -4.322 22.346
C: 7.483 -4.490 17.896
H: 2.677 -2.294 24.755
H: 3.839 -4.146 25.208
H: 8.383 -8.536 30.476
C: 1.698 -2.556 24.352
H: 0.803 -1.269 25.592
H: 5.419 -6.823 27.518
H: 11.265 -3.507 19.423
C: 9.999 -9.093 27.685
H: 7.709 -2.150 23.766
C: 9.521 -10.030 22.960
C: 9.873 -9.561 25.400
H: 9.479 -10.561 25.581
H: 3.804 -6.304 22.749
H: 1.246 -0.461 24.031
H: 6.975 -2.496 15.696
H: 9.750 -10.116 27.968
H: 10.268 -1.373 21.219
H: 14.041 -0.080 15.628
O: 7.010 -7.228 29.440
H: 9.648 -6.539 20.313
O: 9.341 -8.745 26.449
C: 11.262 -1.371 21.668
H: 9.740 -8.347 28.437
H: 10.369 -7.489 22.291
C: 11.535 -1.926 17.884
H: 3.726 -6.250 20.979
H: 8.487 -2.154 16.478
H: 11.208 -6.740 19.651
N: 10.197 -1.414 18.284
H: 7.053 -1.096 21.764
C: 7.193 -1.196 23.653
H: 9.204 -4.115 21.369
C: 0.785 -1.328 24.503
H: 12.064 -1.289 20.934
H: 10.953 -9.435 25.320
H: 9.944 1.127 21.885
H: 9.429 -0.282 23.539
C: 10.969 1.127 22.258
H: -0.219 -1.510 24.118
H: 4.770 -8.080 25.547
H: 5.844 -8.829 29.095
H: 7.552 -0.629 24.512
C: 3.194 -4.957 25.549
H: 9.204 -5.076 23.000
C: 6.934 -3.035 17.840
H: 5.093 -9.395 26.631
C: 11.232 -0.292 22.783
C: 7.591 -7.804 30.631
H: 2.309 -5.994 22.053
H: 11.980 2.416 19.549
H: 6.209 -6.313 15.406
C: 7.386 -4.808 22.327
H: 7.072 -4.943 18.798
H: 3.164 -3.849 22.476
H: 5.849 -4.590 15.724
H: 10.364 -1.109 19.232
H: 7.349 -9.009 28.401
H: 7.969 -7.778 26.470
H: 15.073 -1.434 15.859
C: 11.808 -1.784 16.282
O: 3.783 -4.405 21.997
H: 12.334 -1.310 18.296
C: 6.147 -7.582 27.233
H: 10.573 -9.945 22.686
H: 10.330 -8.211 20.213
C: 14.106 -1.030 16.158
H: 0.298 -4.311 24.374
H: 10.273 2.227 19.868
O: 7.491 -0.529 22.404
H: 5.846 -3.039 17.787
C: 1.158 -3.929 24.926
H: 11.459 -2.361 22.080
H: 0.924 -4.045 25.984
O: 7.409 -5.382 16.825
H: 0.956 -2.853 22.589
H: 7.117 -6.088 24.233
H: 6.310 -8.832 25.508
H: 6.988 -2.648 19.819
O: 6.514 -3.801 21.939
H: 9.060 -3.508 23.008
C: 11.239 2.389 20.348
H: 11.049 1.952 22.965
H: 8.541 -4.339 18.109
H: 8.990 -7.471 24.737
H: 8.085 -9.419 24.350
H: 2.917 -4.952 26.603
C: 6.566 -8.258 28.510
C: 9.138 -9.233 24.140
H: 10.504 -0.064 24.700
N: 10.338 -0.590 23.854
H: 3.685 -5.926 25.464
H: 9.022 -9.825 22.013
C: 6.189 -5.528 16.162
H: 12.781 -3.519 18.521
H: 8.258 -2.092 18.958
H: 5.802 -5.152 23.658
O: 13.112 -2.029 15.846
C: 7.410 -2.169 16.641
C: 5.537 -8.498 26.199
O: 10.984 -7.019 21.724
H: 9.466 -11.062 23.307
H: 7.959 -7.010 31.281
N: 1.875 -2.611 22.931
O: 11.763 1.371 21.179
H: 6.874 -8.399 31.196
H: 7.073 -1.143 16.792
H: 5.617 -4.115 21.803
H: 12.195 -0.274 23.293
N: 7.252 -2.191 18.957
C: 6.891 -5.156 23.713
N: 9.229 -7.882 23.846
H: 6.115 -1.332 23.572
H: 11.187 -2.482 15.721
H: 14.090 -0.795 17.223
H: 10.107 -0.547 17.775
N: 7.372 -6.983 26.651
H: 11.226 3.320 20.914
H: 5.371 -5.790 16.833
H: 7.876 -6.579 27.426
C: 11.710 -3.331 18.444
H: 7.171 -4.365 24.409
H: 7.189 -5.624 21.632
H: 8.457 -7.621 23.250
H: 11.578 -0.790 15.899
C: 3.367 -5.783 21.897



(3)
A 11-piece molecular cluster, C30H87N5O11 overall in a non-equilibrium geometry. Source: the OMol25 dataset; level of theory: ωB97M-V with the def2-TZVPD basis set.

Output
E_HOMO, eV: -8.4
Electronic energy, hartree: -2296.3422
Gap between HOMO and LUMO, eV: 8.84
Net charge: 0
SMILES string: COC[C@H](C)N.COC[C@H](C)N.COC[C@H](C)N.COC[C@H](C)N.COC[C@H](C)N.CCO.CCO.CCO.CCO.CO.CO

Atoms and positions in Å:
H: -2.371 4.444 -3.448
H: 0.347 -5.553 -0.588
H: -0.214 2.294 0.368
H: 6.137 2.818 -0.385
H: -2.502 -4.736 -3.790
C: 1.255 -1.918 -6.185
C: 1.045 -0.502 -5.754
H: 2.112 -5.013 0.681
H: -2.668 -3.748 5.820
C: 1.216 -4.412 0.835
H: -1.649 5.233 2.876
H: -1.309 -0.482 1.640
C: 1.902 7.084 3.735
C: -1.260 2.602 -4.065
H: 2.323 -2.720 0.258
H: -2.179 -3.258 2.945
H: 3.127 4.925 -0.050
H: 2.181 -2.054 -6.744
H: -3.650 -1.154 -2.517
H: 0.210 -0.269 -5.094
H: 1.940 -0.192 -5.216
H: -3.012 -1.039 1.518
H: 0.540 0.262 -2.646
H: 1.114 1.548 4.977
H: 4.146 3.202 1.149
H: -0.458 3.155 -4.554
H: 3.595 -1.765 -2.951
H: 2.523 6.359 4.261
H: 0.968 0.035 -6.699
H: 1.683 7.714 4.598
H: 4.558 -0.500 -3.874
H: 2.934 -0.195 -3.180
H: -2.625 -0.990 -5.066
H: -3.268 -1.558 3.760
H: -0.637 -4.734 1.869
C: 0.239 5.337 3.863
H: 3.627 1.408 -1.253
H: 2.112 1.950 3.487
O: 3.425 3.688 1.555
H: -1.768 -5.338 -6.571
N: -0.490 3.643 2.302
O: 0.671 6.599 3.170
H: 0.497 -1.176 -1.612
C: 0.602 0.748 -0.520
H: 0.012 5.566 4.905
H: -0.947 -0.169 -1.848
H: -0.574 3.210 -1.663
H: -4.138 -2.851 -2.459
H: 0.291 0.261 0.404
H: 0.704 -2.312 1.023
O: 0.028 2.043 -0.526
C: -3.652 2.818 0.132
N: 5.728 2.320 0.392
H: -0.800 1.736 -3.589
C: -0.072 -7.013 3.164
H: -3.279 3.101 1.116
C: 2.514 4.286 0.586
C: 0.406 -5.007 2.026
C: -0.933 4.542 3.320
H: -0.157 2.747 2.630
C: -2.375 -2.501 -3.708
O: 0.404 1.172 3.009
C: -0.932 -5.233 -5.880
H: 2.175 -2.752 1.956
H: 1.682 0.780 -0.665
H: 1.096 4.667 3.930
H: -0.508 -2.368 2.972
C: 1.601 -2.931 1.047
H: -3.354 1.810 -0.159
H: 4.727 0.587 2.083
H: -1.987 2.341 -4.833
H: -1.680 -2.576 -2.872
H: -1.209 -4.807 5.868
H: 5.222 1.408 -2.148
O: 1.570 -2.705 -5.104
H: -3.129 -3.901 -5.142
H: -2.663 3.350 3.997
H: -4.411 -1.839 -3.862
C: 4.619 0.966 -1.355
O: -1.053 -4.083 -5.152
H: -2.499 -4.758 4.495
H: -0.431 -8.034 3.039
N: -1.889 -1.543 -4.651
C: 3.882 -0.717 -3.047
C: -1.898 3.530 -3.090
H: -2.867 3.302 -0.449
O: -1.000 -3.295 4.573
O: 0.547 -6.483 1.981
H: 1.681 4.770 1.095
H: -2.503 0.540 2.359
H: 6.542 2.188 0.975
H: 2.328 7.762 2.995
C: 0.136 -0.153 -1.723
H: -5.213 4.311 -0.282
H: 1.962 3.595 -0.050
O: 4.474 -0.445 -1.801
C: -2.284 -0.502 2.126
C: -1.751 3.756 4.436
C: -3.686 -2.083 -3.087
H: -1.331 -1.893 -5.417
C: -1.890 -4.238 5.235
H: -0.275 0.591 3.359
H: -0.925 -6.457 3.553
C: -2.244 -1.315 3.477
H: -1.954 4.318 5.347
C: -2.301 -3.879 -4.433
H: -1.441 -0.930 5.171
O: -6.048 2.614 0.563
H: 0.423 -2.214 -6.824
N: 0.384 -4.561 -0.401
C: 1.447 1.245 3.984
H: -0.573 -4.240 -0.406
C: 5.307 1.001 0.012
H: -5.217 2.921 -1.376
C: 4.410 0.353 1.066
H: -6.928 2.986 0.471
O: -0.877 3.964 -2.175
H: -2.359 0.295 4.698
C: -5.102 3.228 -0.337
H: 0.615 -4.541 2.989
H: 0.684 -6.988 3.949
H: -2.812 3.161 -2.625
H: -0.954 -6.108 -5.231
H: 4.404 -0.726 0.910
H: 0.192 4.116 1.727
H: -1.106 2.932 4.740
H: 1.851 0.249 4.169
C: -1.465 -2.600 3.440
N: -1.643 -0.340 4.376
H: 6.180 0.363 -0.125
H: -0.047 -5.164 -6.514
H: 0.769 -3.014 -4.673
H: 3.397 0.723 0.907